Molecular formula: C49H109InNS3
Method: DFT, the ωB97M-V functional and the def2-TZVPD basis

## Properties
HOMO level	-0.165	Eh
Kohn-Sham gap	0.2341	hartree
total charge	-1
largest force on an atom	2.3	eV Å⁻¹
energy	-3371.7799	hartree
LUMO level	1.87	eV

Each line ends with the Löwdin charge.
Atoms and positions in Å:
1 C 3.18 1.23 1.14  -0.111
2 C 1.91 0.45 0.69  -0.251
3 C 1.12 1.12 -0.50  -0.199
4 C 2.15 1.36 -1.67  -0.203
5 C 1.42 1.57 -3.04  -0.222
6 C 2.43 1.78 -4.22  -0.187
7 C 3.53 2.87 -3.97  -0.210
8 C 2.98 4.21 -3.37  -0.210
9 C 2.41 5.15 -4.48  -0.202
10 C 1.30 6.13 -3.97  -0.198
11 C 0.06 5.34 -3.39  -0.188
12 C -1.21 5.32 -4.32  -0.216
13 C -0.93 5.05 -5.83  -0.200
14 C -0.59 3.55 -6.19  -0.211
15 C -1.37 2.46 -5.35  -0.303
16 C -1.40 1.12 -6.19  -0.290
17 In -2.14 -0.68 -5.02  0.517
18 C -1.19 -2.48 -6.07  -0.273
19 S -1.29 -0.73 -2.67  0.216
20 C -4.40 -0.96 -5.14  -0.316
21 C -5.05 -1.21 -3.73  -0.369
22 C -5.21 0.04 -2.82  -0.478
23 S -5.55 1.62 -3.71  0.841
24 C -4.99 2.88 -2.50  -0.998
25 S -3.44 2.76 -1.89  0.688
26 N -5.82 3.98 -2.06  -0.256
27 C -7.07 3.53 -1.44  -0.267
28 C -6.88 3.19 0.10  -0.087
29 C -6.05 4.95 -3.17  -0.229
30 C -4.73 5.81 -3.34  -0.089
31 H 2.92 2.24 1.53  0.077
32 H 3.95 1.33 0.34  0.060
33 H 3.68 0.65 1.96  0.064
34 H 1.21 0.41 1.57  0.058
35 H 2.14 -0.61 0.42  0.082
36 H 0.61 2.06 -0.19  0.109
37 H 0.33 0.40 -0.84  0.047
38 H 2.76 2.25 -1.40  0.092
39 H 2.83 0.47 -1.72  0.118
40 H 0.87 0.62 -3.25  0.042
41 H 0.65 2.37 -2.97  0.082
42 H 2.98 0.80 -4.34  0.111
43 H 1.88 1.93 -5.17  0.088
44 H 4.33 2.41 -3.33  0.098
45 H 4.02 3.07 -4.96  0.109
46 H 2.29 4.04 -2.52  0.088
47 H 3.87 4.74 -2.93  0.109
48 H 1.98 4.49 -5.28  0.089
49 H 3.22 5.74 -4.97  0.109
50 H 0.92 6.83 -4.74  0.099
51 H 1.73 6.71 -3.12  0.101
52 H 0.35 4.32 -3.02  0.079
53 H -0.25 5.90 -2.46  0.105
54 H -1.67 6.34 -4.26  0.105
55 H -1.94 4.63 -3.86  0.063
56 H -0.12 5.69 -6.25  0.093
57 H -1.88 5.30 -6.37  0.104
58 H -0.89 3.40 -7.26  0.102
59 H 0.49 3.30 -6.13  0.073
60 H -2.41 2.79 -5.16  0.091
61 H -0.81 2.29 -4.40  0.068
62 H -0.32 0.88 -6.44  0.030
63 H -1.93 1.28 -7.16  0.030
64 H -0.07 -2.44 -6.02  -0.041
65 H -1.62 -3.43 -5.71  -0.042
66 H -1.48 -2.37 -7.15  -0.041
67 H -0.09 -1.42 -2.72  -0.226
68 H -4.53 -1.92 -5.71  0.030
69 H -4.90 -0.18 -5.76  0.007
70 H -4.35 -1.90 -3.19  0.084
71 H -6.00 -1.81 -3.84  0.092
72 H -4.37 0.19 -2.10  0.036
73 H -6.12 -0.14 -2.18  0.071
74 H -7.53 2.64 -1.93  0.096
75 H -7.83 4.34 -1.47  0.110
76 H -6.19 3.91 0.58  0.072
77 H -6.41 2.18 0.15  0.063
78 H -7.87 3.16 0.63  0.068
79 H -6.27 4.36 -4.10  0.102
80 H -6.88 5.65 -2.96  0.109
81 H -4.04 5.54 -2.51  0.051
82 H -4.27 5.54 -4.32  0.066
83 H -4.92 6.90 -3.27  0.067
84 C 5.33 -1.89 -0.53  -0.102
85 C 6.48 -2.58 0.19  -0.266
86 C 6.11 -3.96 0.73  -0.220
87 C 4.99 -3.97 1.77  -0.230
88 C 5.26 -3.12 3.01  -0.269
89 C 6.47 -3.59 3.82  -0.111
90 H 4.48 -1.71 0.13  0.054
91 H 5.66 -0.92 -0.92  0.071
92 H 4.99 -2.49 -1.38  0.081
93 H 6.84 -1.94 1.00  0.099
94 H 7.32 -2.68 -0.50  0.103
95 H 7.01 -4.43 1.14  0.097
96 H 5.81 -4.60 -0.11  0.110
97 H 4.82 -5.01 2.08  0.120
98 H 4.06 -3.64 1.31  0.052
99 H 4.37 -3.17 3.66  0.100
100 H 5.38 -2.07 2.74  0.103
101 H 6.34 -4.62 4.14  0.075
102 H 6.59 -2.96 4.70  0.068
103 H 7.39 -3.52 3.23  0.064
104 C -2.52 1.57 2.01  -0.097
105 C -1.05 1.37 2.35  -0.254
106 C -0.79 0.10 3.17  -0.223
107 C -1.46 0.07 4.55  -0.221
108 C -1.08 1.23 5.47  -0.261
109 C 0.41 1.26 5.82  -0.100
110 H -3.13 1.70 2.91  0.064
111 H -2.65 2.47 1.40  0.057
112 H -2.91 0.72 1.45  0.080
113 H -0.66 2.25 2.87  0.108
114 H -0.49 1.29 1.42  0.064
115 H 0.29 -0.03 3.28  0.084
116 H -1.14 -0.77 2.60  0.112
117 H -1.20 -0.87 5.04  0.059
118 H -2.54 0.06 4.43  0.109
119 H -1.65 1.13 6.40  0.102
120 H -1.38 2.18 5.03  0.099
121 H 0.71 0.33 6.30  0.057
122 H 0.62 2.09 6.50  0.070
123 H 1.02 1.40 4.93  0.068
124 C -0.65 -6.40 -0.34  -0.112
125 C -0.48 -5.79 1.05  -0.273
126 C -0.85 -4.31 1.11  -0.219
127 C 0.01 -3.39 0.24  -0.214
128 C 1.51 -3.44 0.53  -0.252
129 C 1.86 -2.99 1.95  -0.096
130 H 0.01 -5.92 -1.07  0.067
131 H -0.40 -7.46 -0.32  0.065
132 H -1.68 -6.30 -0.68  0.076
133 H 0.54 -5.95 1.40  0.096
134 H -1.13 -6.34 1.75  0.100
135 H -0.80 -3.98 2.16  0.079
136 H -1.90 -4.19 0.81  0.114
137 H -0.35 -2.36 0.37  0.101
138 H -0.15 -3.63 -0.81  0.099
139 H 2.02 -2.78 -0.18  0.095
140 H 1.90 -4.45 0.36  0.102
141 H 1.52 -1.97 2.12  0.062
142 H 2.95 -3.01 2.09  0.016
143 H 1.41 -3.64 2.70  0.069
144 C -0.74 -3.52 5.12  -0.103
145 C -1.14 -3.53 6.60  -0.254
146 C -0.43 -2.44 7.41  -0.221
147 C 1.09 -2.55 7.47  -0.230
148 C 1.62 -3.88 8.03  -0.271
149 C 1.21 -4.13 9.47  -0.116
150 H 0.32 -3.71 4.99  0.066
151 H -1.29 -4.29 4.58  0.072
152 H -0.98 -2.55 4.67  0.048
153 H -0.94 -4.51 7.02  0.098
154 H -2.22 -3.37 6.67  0.107
155 H -0.84 -2.45 8.43  0.103
156 H -0.69 -1.46 7.00  0.083
157 H 1.48 -1.73 8.08  0.109
158 H 1.51 -2.40 6.47  0.101
159 H 2.71 -3.86 7.97  0.104
160 H 1.29 -4.71 7.40  0.099
161 H 1.57 -3.33 10.12  0.074
162 H 1.64 -5.07 9.83  0.067
163 H 0.13 -4.20 9.58  0.064


Molecular formula: C48H49BrClF3NO2S
Method: DFT, the ωB97M-V functional and the def2-TZVPD basis

## Properties
HOMO level	-0.219	Eh
Kohn-Sham gap	0.3007	hartree
total charge	-1
largest force on an atom	0.9	eV Å⁻¹
energy	-5795.7935	hartree
LUMO level	2.23	eV

Each line ends with the Löwdin charge.
Atoms and positions in Å:
1 C -2.39 -8.24 -0.76  -0.136
2 C -1.37 -7.69 -1.74  -0.683
3 Cl -0.07 -8.91 -2.01  0.572
4 C -0.75 -6.32 -1.38  -0.217
5 N -1.26 -5.75 -0.13  -0.082
6 C -0.50 -6.09 1.02  -0.662
7 F -1.28 -6.26 2.10  0.106
8 F 0.11 -7.28 0.81  0.121
9 F 0.46 -5.22 1.36  0.145
10 C -1.66 -4.35 -0.27  -0.943
11 S -2.09 -3.50 1.26  0.804
12 Br -3.31 -4.40 -1.42  0.689
13 C -0.64 -3.40 -1.01  -0.816
14 O -0.61 -3.44 -2.24  -0.057
15 O 0.02 -2.71 -0.22  -0.079
16 H -3.17 -7.50 -0.63  0.063
17 H -2.83 -9.14 -1.19  0.070
18 H -1.94 -8.51 0.18  0.066
19 H -1.86 -7.60 -2.71  0.088
20 H -1.01 -5.64 -2.18  0.081
21 H 0.33 -6.37 -1.39  0.116
22 H -3.16 -4.24 1.58  -0.124
23 C -2.89 -0.60 -1.19  -0.078
24 C -2.12 -0.42 -2.33  -0.066
25 C -2.32 0.70 -3.13  -0.104
26 C -3.30 1.63 -2.78  -0.111
27 C -4.07 1.44 -1.64  -0.122
28 C -3.86 0.32 -0.85  -0.103
29 H -2.72 -1.47 -0.57  0.046
30 H -1.36 -1.15 -2.59  0.097
31 H -1.73 0.85 -4.02  0.092
32 H -3.46 2.51 -3.41  0.093
33 H -4.83 2.17 -1.37  0.095
34 H -4.46 0.17 0.04  0.100
35 C -9.86 -0.20 0.03  -0.108
36 C -8.89 -1.14 0.34  -0.100
37 C -7.65 -1.10 -0.30  -0.085
38 C -7.40 -0.12 -1.25  -0.090
39 C -8.37 0.82 -1.56  -0.095
40 C -9.61 0.77 -0.93  -0.107
41 H -10.82 -0.24 0.52  0.095
42 H -9.08 -1.90 1.08  0.098
43 H -6.89 -1.83 -0.06  0.105
44 H -6.44 -0.08 -1.74  0.087
45 H -8.17 1.58 -2.30  0.099
46 H -10.37 1.50 -1.17  0.095
47 C 2.31 -0.16 0.54  -0.075
48 C 3.23 0.84 0.85  -0.118
49 C 2.94 2.17 0.57  -0.124
50 C 1.73 2.50 -0.03  -0.106
51 C 0.81 1.50 -0.34  -0.080
52 C 1.10 0.17 -0.06  -0.066
53 H 2.53 -1.20 0.75  0.105
54 H 4.17 0.58 1.32  0.088
55 H 3.66 2.94 0.81  0.097
56 H 1.50 3.53 -0.25  0.074
57 H -0.13 1.75 -0.80  0.093
58 H 0.40 -0.63 -0.30  0.074
59 C 3.47 2.52 4.09  -0.089
60 C 3.37 3.78 4.67  -0.091
61 C 4.39 4.26 5.47  -0.103
62 C 5.53 3.48 5.69  -0.103
63 C 5.63 2.23 5.10  -0.105
64 C 4.60 1.75 4.31  -0.090
65 H 2.67 2.15 3.46  0.098
66 H 2.49 4.38 4.50  0.101
67 H 4.31 5.24 5.93  0.096
68 H 6.33 3.86 6.31  0.097
69 H 6.51 1.63 5.27  0.086
70 H 4.68 0.77 3.85  0.097
71 C -1.98 -0.42 -7.08  -0.087
72 C -1.21 -0.24 -8.22  -0.097
73 C -1.43 0.87 -9.03  -0.106
74 C -2.40 1.79 -8.69  -0.107
75 C -3.17 1.61 -7.55  -0.098
76 C -2.97 0.50 -6.75  -0.100
77 H -1.82 -1.29 -6.44  0.108
78 H -0.45 -0.96 -8.47  0.099
79 H -0.83 1.01 -9.92  0.095
80 H -2.57 2.66 -9.32  0.095
81 H -3.93 2.33 -7.29  0.098
82 H -3.56 0.36 -5.86  0.096
83 C 8.24 -1.57 9.25  -0.103
84 C 9.01 -2.08 8.22  -0.103
85 C 8.65 -1.84 6.90  -0.097
86 C 7.52 -1.08 6.62  -0.097
87 C 6.76 -0.57 7.66  -0.095
88 C 7.12 -0.81 8.97  -0.097
89 H 8.52 -1.76 10.28  0.097
90 H 9.89 -2.67 8.44  0.097
91 H 9.25 -2.25 6.09  0.100
92 H 7.24 -0.89 5.59  0.097
93 H 5.88 0.03 7.43  0.097
94 H 6.51 -0.42 9.78  0.099
95 C 3.01 6.55 -2.30  -0.093
96 C 3.08 7.89 -1.96  -0.103
97 C 2.00 8.51 -1.34  -0.105
98 C 0.85 7.79 -1.07  -0.100
99 C 0.78 6.44 -1.41  -0.095
100 C 1.85 5.83 -2.03  -0.099
101 H 3.85 6.07 -2.78  0.101
102 H 3.98 8.46 -2.16  0.097
103 H 2.06 9.56 -1.08  0.096
104 H 0.01 8.27 -0.59  0.098
105 H -0.12 5.88 -1.19  0.103
106 H 1.80 4.78 -2.30  0.098


Molecular formula: C2H15NSi4
Method: DFT, the ωB97M-V functional and the def2-TZVPD basis

## Properties
HOMO level	-0.320	Eh
Kohn-Sham gap	0.3147	hartree
energy above the lowest of the compared OMol25 structures with the same formula, charge and spin	39.2	kcal/mol
total charge	0
largest force on an atom	4.1	eV Å⁻¹
energy	-1297.8238	hartree
LUMO level	-0.14	eV

Each line ends with the natural charge from an NBO analysis.
Atoms and positions in Å:
1 C -1.13 0.48 -3.10  -1.079
2 C 1.27 -2.26 -0.41  -1.161
3 N 0.16 0.50 1.42  -1.707
4 Si -0.83 -0.45 2.47  1.084
5 Si 1.13 1.82 1.85  1.123
6 Si -1.20 0.22 -1.24  0.699
7 Si 1.00 -0.39 -0.56  1.103
8 H -0.34 1.21 -3.16  0.230
9 H -0.66 -0.32 -3.61  0.237
10 H -2.01 0.72 -3.52  0.236
11 H 0.41 -2.83 0.13  0.267
12 H 1.39 -2.82 -1.41  0.259
13 H 2.12 -2.56 0.18  0.250
14 H -1.90 0.19 3.35  -0.192
15 H -1.61 -1.45 1.72  -0.196
16 H -0.41 -1.04 3.73  -0.200
17 H 0.82 2.69 0.62  -0.216
18 H 2.49 1.30 1.65  -0.203
19 H 0.74 2.57 3.11  -0.158
20 H -2.25 -0.89 -1.05  -0.126
21 H -1.61 1.45 -0.33  -0.092
22 H 2.29 0.21 -0.66  -0.156